11
Properties=species:S:1:pos:R:3:forces:R:3:nbo_charge:R:1 method="wB97M-V/def2-TZVPD" spin_multiplicity=7 energy_ev=-105559.6149 e_homo_ev="-18.5 / -18.5" e_above_lowest_kcal_mol=5.8 s2=12.01 charge=+2 gap_ev="7.597 / 5.811" largest_force_ha_per_bohr=0.062
Mn -3.92395 2.91790 0.65022 2.054 -0.099 -0.152 1.646
Br -1.40173 2.65584 0.45282 -2.234 0.277 0.188 -0.637
C -0.14873 -0.92885 -0.25913 -0.861 -1.288 -0.154 -0.686
C 1.32498 -0.79916 0.01251 -2.047 2.058 -1.268 -0.135
O 1.61799 0.59442 -0.11729 1.979 -1.938 0.119 -0.141
H -0.78842 -0.34025 0.39847 0.274 0.052 0.294 0.239
H -0.40461 -1.97356 -0.08258 -0.186 -0.051 -0.044 0.281
H -0.45448 -0.69857 -1.27971 0.417 0.012 -0.192 0.260
H 1.97218 -1.39121 -0.63456 0.784 0.096 0.204 0.314
H 1.43522 -1.07594 1.06100 0.850 -0.065 0.863 0.346
H 0.77155 1.03939 -0.20175 -1.031 0.945 0.141 0.512